# 1
7
Properties=species:S:1:pos:R:3:forces:R:3:lowdin_charge:R:1 method="wB97M-V/def2-TZVPD" de_lowest_ev=1.193 e_homo_ev="-8.6 / -8.6" e_tot_ev=-158425.8523
C -1.24408 0.47005 -0.08799 3.6738 -0.8366 -0.2058 -1.293
C 0.97510 -0.11990 0.10166 -3.5397 0.2201 0.4767 -0.872
F 1.70726 0.60607 -0.68924 0.1721 0.0600 -0.6594 0.059
F 1.28453 0.21299 1.35015 0.0930 -0.5320 -0.0473 0.031
S -1.52135 1.92614 -0.54553 -0.3254 0.5908 -0.0018 0.705
Br -2.20680 -1.05333 0.14497 -0.5944 -0.2915 0.2193 0.704
Br 1.00533 -2.04202 -0.27401 0.5205 0.7892 0.2183 0.666

=====

# 2
159
Properties=species:S:1:pos:R:3:forces:R:3:lowdin_charge:R:1 method="wB97M-V/def2-TZVPD" de_lowest_ev=0.000 e_homo_ev=-12.1 e_tot_ev=-149197.4269 charge=+1
Ca -0.56435 2.28229 -2.87052 0.9926 -2.7548 0.9957 1.668
C 0.28284 -0.52294 -2.07082 -1.5220 0.7568 -0.8500 -0.438
O 0.02536 0.56310 -1.18298 -0.2282 0.1917 0.6347 -0.217
O 0.25354 0.07995 -3.28047 0.4171 0.3673 -0.0386 -0.279
C 1.54866 -1.28237 -1.63577 0.3884 -0.5357 -0.5390 -0.496
F 1.84997 -2.25305 -2.51239 0.0603 0.6149 -0.2475 0.153
F 2.62257 -0.45841 -1.51487 -0.1277 -0.3533 0.0452 0.142
F 1.40487 -1.95003 -0.46382 -0.0810 0.7034 -0.0263 0.132
C -0.12588 0.39977 0.21032 0.2364 0.3242 1.0598 -0.230
C -0.41289 1.76052 0.81063 -0.1176 -0.3840 0.1444 -0.035
H 0.29047 2.50135 0.42691 0.1125 0.0004 0.1838 0.055
H -1.44027 2.09143 0.63529 0.0123 0.0242 -0.1818 0.068
H -0.31200 1.62737 1.88983 0.1144 0.4219 0.0269 0.072
H 0.76428 -0.01761 0.68608 0.2427 0.2209 -0.3177 0.104
H -0.91056 -0.27509 0.53498 -0.4859 -0.2918 -0.6096 0.106
H -0.53835 -1.25352 -1.99329 0.0500 -0.2687 0.3556 0.151
C 4.55505 -0.67571 -4.60798 -0.3293 1.1262 0.9201 -0.030
C 3.71912 -1.69108 -5.30812 0.5018 -0.4605 -0.4315 -0.288
C 2.24211 -1.38753 -5.57105 0.4905 -0.3018 -0.5818 -0.077
O 2.08170 -1.87746 -6.90407 -0.6887 0.0308 -0.1158 0.063
C 3.26845 -2.05605 -7.51135 -0.5734 -0.5558 -0.8896 -0.586
O 3.37861 -2.40402 -8.64815 0.2007 0.3265 0.4698 0.165
O 4.25378 -1.82534 -6.65188 0.5910 0.1357 0.5242 0.094
H 4.21023 -0.54847 -3.57589 0.0142 -0.3843 0.0335 0.055
H 4.43302 0.33030 -5.01978 0.1223 -0.1513 -0.4188 0.096
H 5.61078 -0.93797 -4.58730 -0.0189 -0.1193 -0.1311 0.096
H 3.86108 -2.66344 -4.82904 -0.2287 -0.0147 0.0219 0.152
H 2.02993 -0.31693 -5.59087 -0.1257 -0.0594 0.3693 0.131
H 1.56360 -1.96778 -4.95412 -0.0051 0.3940 0.2340 0.115
C 7.79077 -3.41221 -0.42616 -0.9105 0.3291 0.3452 -0.008
C 6.25608 -3.38842 -0.41334 1.1934 -1.1373 0.9439 -0.302
C 5.63474 -2.20248 -1.13908 -0.1767 -0.7168 0.1613 -0.096
O 4.79079 -2.83917 -2.08106 -0.5779 0.3289 -0.8330 0.031
C 4.88161 -4.19190 -2.04176 -0.0603 -0.3901 0.7520 -0.547
O 4.22771 -4.94541 -2.68758 0.1663 0.4258 -0.1657 0.174
O 5.76000 -4.55887 -1.08510 -0.1697 0.3938 -0.6247 0.088
H 8.19089 -4.10836 0.30691 -0.0635 -0.2012 -0.1594 0.088
H 8.10743 -2.41624 -0.10779 0.3308 -0.0049 -0.3025 0.086
H 8.11602 -3.67708 -1.43021 0.2759 0.2217 0.0250 0.099
H 5.90287 -3.54419 0.60956 -0.0529 0.6005 0.0220 0.152
H 6.37828 -1.59416 -1.65652 -0.0454 0.0277 -0.0064 0.132
H 5.01631 -1.60657 -0.46560 0.0591 0.1483 -0.1207 0.109
C -8.01991 5.20457 1.01734 -0.0213 0.2820 -0.1186 -0.007
C -6.72432 5.17260 0.24278 0.3870 0.3366 -0.7906 -0.300
C -5.74372 6.31883 0.46573 -0.7441 1.1845 0.9704 -0.088
O -4.52736 5.69946 0.82319 1.1965 -0.1651 -0.1936 0.084
C -4.65234 4.36728 0.87001 -0.9846 0.4586 0.0711 -0.555
O -3.79952 3.58610 1.16098 0.3192 -0.0816 -0.1846 0.145
O -5.92167 4.03126 0.58599 -0.0705 -0.7573 0.2272 0.072
H -8.69000 5.97557 0.63249 0.0961 -0.0571 -0.3000 0.097
H -7.87684 5.48502 2.06142 0.2178 -0.3848 0.0770 0.095
H -8.52569 4.24632 0.91804 -0.0398 0.0030 0.1800 0.088
H -6.85815 5.11688 -0.84059 -0.5402 -0.2896 0.1094 0.156
H -6.03572 6.96504 1.30089 -0.0510 -0.2079 0.0572 0.140
H -5.63295 7.00246 -0.37587 0.2663 -0.4076 -0.2299 0.138
C 3.51578 -0.39240 2.12282 0.0030 1.0104 0.2725 -0.015
C 2.65414 -0.60166 3.36174 0.9247 -2.1256 -1.2944 -0.311
C 3.11615 0.00560 4.67305 0.1785 0.2375 -0.3835 -0.068
O 1.96571 0.73842 5.09476 -0.4440 -0.2652 -0.0460 0.093
C 0.93373 0.52658 4.23170 0.0498 0.8889 0.4939 -0.541
O -0.17720 0.92866 4.38924 0.0905 -0.0239 0.0147 0.172
O 1.34272 -0.11977 3.13069 -0.0208 0.0403 0.2773 0.073
H 4.54028 -0.70617 2.32897 -0.0020 -0.0630 0.0006 0.097
H 3.51983 0.67457 1.88054 0.1261 0.0354 0.0938 0.077
H 3.15095 -0.89599 1.22768 -0.1886 -0.2875 0.2389 0.067
H 2.59900 -1.68995 3.47981 -0.3456 0.0460 0.1384 0.154
H 3.98243 0.65723 4.53669 -0.2474 0.2770 0.1228 0.137
H 3.38956 -0.77020 5.38724 -0.2450 0.1472 0.1644 0.142
C -7.01708 0.69777 -0.50208 -0.0824 -0.1878 -0.1625 0.003
C -5.51821 0.82560 -0.28104 -1.2430 -0.4805 0.4408 -0.306
C -4.72926 -0.45889 -0.06986 -0.8639 -0.2696 0.3531 -0.055
O -3.54032 -0.26308 -0.84359 0.6434 0.7310 -0.3652 0.075
C -3.64860 0.89457 -1.51044 -1.4328 -0.0704 1.5501 -0.529
O -2.74052 1.51549 -1.99227 1.1453 0.2139 -1.2249 0.024
O -4.89929 1.37345 -1.44728 0.9446 0.3775 -0.3272 0.119
H -7.54862 0.37880 0.39554 0.2639 0.1319 0.1997 0.098
H -7.29826 -0.02945 -1.26558 0.3320 0.0395 -0.1642 0.097
H -7.41495 1.66778 -0.79749 0.0027 0.0215 0.0463 0.084
H -5.36792 1.48914 0.57170 0.2667 0.3267 -0.2897 0.122
H -5.28559 -1.33647 -0.40053 0.2843 -0.0542 -0.2440 0.139
H -4.48130 -0.57971 0.98320 0.2928 -0.1418 -0.1303 0.120
C -3.15230 -2.94273 -2.35923 0.5024 0.5790 -0.3844 -0.007
C -3.10339 -2.16408 -3.66244 0.3012 -1.1266 -0.8588 -0.292
C -2.00664 -2.64603 -4.66834 -0.1258 1.7723 0.8917 -0.063
O -2.69338 -2.56101 -5.91323 0.7885 -0.4415 -0.5642 0.083
C -4.00998 -2.50904 -5.72703 -0.9486 -0.7677 -0.0663 -0.584
O -4.85264 -2.54273 -6.56864 0.4489 0.2578 0.0292 0.169
O -4.27475 -2.50374 -4.40927 -0.7868 0.3574 0.4692 0.072
H -4.00097 -2.61505 -1.76650 0.0064 -0.1889 0.1122 0.067
H -2.22391 -2.78941 -1.80543 -0.1022 0.0459 0.1701 0.072
H -3.21163 -4.00774 -2.57520 -0.1655 0.0270 0.0198 0.101
H -3.10778 -1.06738 -3.61661 0.2642 -0.1127 0.5211 0.142
H -1.58996 -3.61259 -4.38690 -0.3045 -0.2794 -0.5215 0.140
H -1.21479 -1.89894 -4.74207 0.2363 -0.2437 0.2279 0.116
C -2.04190 -2.42129 2.02098 -0.2615 -0.4060 0.9506 0.004
C -1.21794 -2.45417 3.28901 0.5021 -0.4767 0.7555 -0.280
C -1.84881 -3.09745 4.54024 -0.7293 0.5088 -0.2987 -0.072
O -0.86825 -3.98036 5.05928 1.1083 0.0463 -0.0859 0.084
C 0.21380 -3.98937 4.24096 -1.6490 -0.4024 -0.2185 -0.560
O 1.22551 -4.57258 4.44053 0.6114 -0.0282 0.1249 0.156
O -0.09273 -3.33662 3.10024 0.8827 0.1239 -0.5189 0.052
H -1.37857 -2.14345 1.21678 -0.1047 0.0917 -0.4860 0.064
H -2.87862 -1.73668 2.16002 0.2700 0.2016 -0.1813 0.065
H -2.48651 -3.40294 1.84915 0.2581 -0.1080 -0.2121 0.100
H -0.75118 -1.49801 3.53220 -0.4877 0.2289 -0.1293 0.125
H -2.73318 -3.66510 4.24457 -0.0183 -0.1221 0.1901 0.143
H -2.10068 -2.36746 5.30599 -0.0142 -0.3184 -0.2610 0.102
C -3.45828 3.53040 4.43332 0.2974 0.1064 -0.4941 0.001
C -3.96026 2.10958 4.25594 0.4174 0.4102 -0.1281 -0.280
C -3.31990 1.30275 3.11970 0.2288 0.3146 0.0854 -0.089
O -3.08602 0.01877 3.70206 -0.4914 0.0021 0.0244 0.033
C -3.26076 0.11125 5.04775 0.2195 -0.3934 -0.1787 -0.558
O -3.16679 -0.81404 5.78852 -0.0782 0.2759 0.1936 0.160
O -3.54272 1.35644 5.39603 -0.4128 0.1724 0.5161 0.112
H -4.03011 4.23573 3.83126 -0.1487 -0.0090 0.1459 0.076
H -2.42700 3.62624 4.08778 0.0381 -0.1356 0.0803 0.085
H -3.46551 3.82506 5.48021 -0.2817 -0.0320 0.0045 0.097
H -5.05162 2.07091 4.19404 0.0117 -0.0332 0.1251 0.158
H -2.35815 1.72141 2.82742 -0.0480 0.0535 -0.0148 0.104
H -3.96653 1.21469 2.25158 0.0166 -0.0997 -0.0139 0.099
C 2.22687 -5.82085 1.18313 0.4512 0.5747 0.1440 0.004
C 1.20345 -5.02494 0.39256 -0.0881 -0.6905 0.9073 -0.315
C 1.26462 -5.15462 -1.10943 0.6599 -0.5945 0.0315 -0.101
O -0.10256 -5.16779 -1.50872 -0.7326 0.7905 0.1879 0.058
C -0.87858 -5.38841 -0.40199 0.9951 -0.6393 -0.1785 -0.554
O -2.06312 -5.43057 -0.39548 -0.3420 0.1584 -0.1222 0.158
O -0.07394 -5.63247 0.65307 -0.8936 0.2909 0.0825 0.079
H 3.21770 -5.36290 1.10677 0.0422 -0.1206 -0.3706 0.082
H 2.26570 -6.85560 0.84823 0.0263 0.0359 -0.1102 0.097
H 2.03906 -5.80544 2.25681 -0.4432 0.0439 -0.0720 0.075
H 1.09496 -3.99594 0.74655 0.3579 0.0016 -0.0981 0.131
H 1.68463 -6.12824 -1.37661 0.1556 0.1454 -0.0839 0.145
H 1.83324 -4.36149 -1.58346 -0.2396 -0.0352 -0.2213 0.102
C 6.20927 2.84964 -2.07259 0.2402 -0.6640 -0.1587 -0.008
C 5.10718 1.84644 -1.81647 0.4004 0.4424 -0.4921 -0.279
C 4.66384 1.72976 -0.33727 0.5974 0.4617 -1.4547 -0.052
O 3.27050 2.00786 -0.43122 -0.5412 -0.6687 1.2410 0.061
C 2.88647 2.25721 -1.66467 0.2429 1.0588 -0.0110 -0.584
O 1.74415 2.55921 -1.93069 -0.3623 0.2612 -0.6296 0.013
O 3.91517 2.31658 -2.49021 -0.6611 -0.4141 -0.2188 0.116
H 5.90937 3.86451 -1.81948 0.1087 -0.0321 0.2416 0.100
H 6.50945 2.81815 -3.11976 -0.1330 0.0929 -0.0324 0.095
H 7.07842 2.49949 -1.51009 0.0493 0.4108 0.1470 0.101
H 5.35971 0.90849 -2.31439 -0.0701 -0.1583 0.4070 0.131
H 5.14244 2.52257 0.23714 -0.1107 -0.1625 0.2648 0.144
H 4.87843 0.74294 0.06063 -0.3342 0.0400 0.2000 0.106
C 2.21241 4.83353 1.21645 -0.4554 0.2786 -1.0623 -0.012
C 1.21296 5.98388 1.26065 0.5095 0.3837 1.3139 -0.283
C -0.26202 5.60154 1.30467 0.3784 -0.8573 -1.5755 -0.108
O -0.64211 5.65109 2.66573 -0.2254 0.1071 -0.8139 0.090
C 0.28992 6.35947 3.32296 1.3769 0.0383 1.4261 -0.566
O 0.26151 6.64224 4.47633 -0.6133 0.0659 -0.1676 0.179
O 1.37984 6.61134 2.55916 -0.6398 0.0309 -0.5777 0.074
H 2.32816 4.51521 0.17496 0.1471 0.0762 -0.0179 0.070
H 1.87076 3.93878 1.73621 0.0989 0.2266 0.4734 0.088
H 3.15579 5.23980 1.57385 0.1077 -0.3772 0.1296 0.096
H 1.45267 6.76030 0.53495 -0.0798 -0.1800 -0.1744 0.153
H -0.31553 4.59219 0.88794 -0.4460 -0.1816 0.5355 0.104
H -0.87011 6.20619 0.62981 -0.2325 0.4114 0.5619 0.133

=====

# 3
23
Properties=species:S:1:pos:R:3:forces:R:3:mulliken_spin:R:1 method="wB97M-V/def2-TZVPD" spin_multiplicity=5 e_homo_ev="-21.2 / -21.2" e_tot_ev=-37130.5397 charge=+3
Pm -0.00016 -0.23651 -0.73151 0.0051 -1.3104 2.6049 4.035
C -0.00085 1.99041 0.57872 -0.0420 5.8886 3.9600 -0.007
O -0.00182 3.00418 1.15140 0.0109 -5.2084 -2.8909 0.001
C -0.00531 2.08627 -1.88013 -0.0114 5.2154 -2.6111 -0.005
O -0.00710 3.17702 -2.25118 0.0060 -4.5285 1.4770 0.003
C -2.46252 0.24393 -0.83125 -6.6940 1.0200 0.2143 -0.008
O -3.60574 0.39052 -0.77304 5.1564 -0.6445 -0.3035 0.002
C 2.46026 0.25348 -0.83034 6.8374 1.0616 0.2712 -0.006
O 3.60337 0.40588 -0.77222 -5.2203 -0.6772 -0.3150 0.001
C 0.00391 -1.91223 -2.72892 -0.0418 0.6703 -1.7265 0.000
H 0.93421 -2.46824 -2.55767 -0.0829 0.1879 0.0468 -0.001
H -0.92410 -2.47220 -2.55798 0.0914 0.1861 0.0294 0.001
C 0.00138 -0.67885 -3.31500 -0.0345 -1.4631 -0.6645 -0.003
H -0.92359 -0.17216 -3.62931 0.1555 -0.2850 0.1640 -0.001
H 0.92426 -0.16825 -3.62906 -0.1445 -0.2743 0.1813 -0.001
N 1.16018 -0.36246 3.29444 -0.7479 -0.0563 -1.0164 0.000
C 0.00095 -0.53063 2.64413 -0.0902 0.1526 2.3369 -0.001
N -1.16006 -0.36176 3.29669 0.8560 -0.0916 -1.1825 -0.001
O 0.00002 -0.85757 1.40037 0.0017 0.3635 -1.5276 -0.009
H 1.17866 -0.11871 4.27789 0.2457 -0.1246 -0.1164 0.000
H 2.01572 -0.54985 2.78302 -0.0877 0.0108 0.5405 0.000
H -2.01529 -0.54590 2.78345 0.0880 0.0115 0.5519 0.000
H -1.17635 -0.11639 4.27749 -0.2571 -0.1043 -0.0237 0.000

=====

# 4
70
Properties=species:S:1:pos:R:3:forces:R:3:mulliken_spin:R:1 method="wB97M-V/def2-TZVPD" spin_multiplicity=2 de_lowest_ev=0.075 e_homo_ev="-14.8 / -14.8" e_tot_ev=-70908.9236 charge=+2
Re 0.47785 -0.18898 0.22198 0.0750 -0.2385 -0.0392 1.192
C -0.52409 -3.46763 1.75867 -0.0051 0.0767 -0.0649 0.002
Si 0.42898 -1.91712 2.15894 0.0004 0.0610 0.0196 -0.031
C -0.35318 -1.01084 3.59513 0.0481 -0.0496 -0.0204 0.002
C 2.21507 -2.31993 2.57743 -0.0712 -0.0180 -0.0073 0.011
C 0.27265 -1.54078 -0.93039 0.0560 0.1444 0.0456 -0.206
Si -1.13161 -2.25319 -2.09544 -0.0845 -0.0067 -0.1129 0.001
C -0.52395 -3.85328 -2.82589 -0.0110 0.0220 0.0284 -0.001
C -1.33448 -0.90048 -3.36233 0.0464 -0.0056 0.0451 -0.005
C -2.66937 -2.52385 -1.09174 0.0670 0.0305 0.1029 0.002
Si 2.13796 -1.87676 -1.42942 0.1056 -0.0323 -0.0206 -0.011
C 2.55055 -3.63741 -1.02260 -0.0508 0.0598 -0.0066 -0.002
C 2.40872 -1.35296 -3.18645 -0.0694 -0.0186 0.0448 -0.003
C 3.19180 -0.73159 -0.29285 -0.0638 -0.0297 -0.0259 0.043
C 4.57628 -0.70034 -0.27275 -0.0419 -0.0063 -0.0111 -0.012
C 5.23430 0.14215 0.61296 0.0173 0.0197 0.0260 0.032
C 4.49788 0.95352 1.46788 0.0190 -0.0015 0.0078 -0.006
C 3.12299 0.90321 1.41045 -0.0084 -0.0267 -0.0142 0.042
N 2.50210 0.07906 0.55185 0.0406 0.0137 0.0120 -0.047
H -0.48890 -4.15188 2.60944 0.0123 0.0075 0.0248 0.000
H -0.11401 -3.98755 0.88979 -0.0067 0.0001 0.0116 0.000
H -1.57353 -3.24326 1.56158 0.0126 -0.0094 0.0015 0.001
H -0.23389 -1.62774 4.49068 -0.0030 0.0059 0.0073 -0.001
H -1.42104 -0.85078 3.44325 -0.0029 0.0068 -0.0052 0.000
H 0.10999 -0.04390 3.80132 0.0052 0.0049 -0.0107 0.000
H 2.19740 -3.10931 3.33421 0.0021 -0.0005 0.0104 0.002
H 2.74756 -1.47273 3.01230 -0.0292 0.0295 -0.0008 0.000
H 2.79816 -2.69653 1.73805 0.0241 -0.0010 0.0023 -0.003
H 0.37789 -3.75146 -3.43053 -0.0003 0.0005 -0.0002 0.000
H -1.30458 -4.24199 -3.48506 -0.0166 0.0082 -0.0004 0.000
H -0.35084 -4.60960 -2.05825 -0.0098 -0.0048 -0.0006 0.000
H -0.50312 -0.86495 -4.06738 0.0199 0.0070 0.0033 0.000
H -1.43116 0.08260 -2.89663 -0.0264 -0.0154 0.0198 0.001
H -2.24485 -1.08081 -3.93838 -0.0011 -0.0282 -0.0087 0.000
H -2.60039 -3.42749 -0.48591 0.0024 0.0043 -0.0024 0.000
H -3.51361 -2.65103 -1.77332 0.0147 -0.0047 -0.0421 0.000
H -2.90532 -1.68170 -0.43930 -0.0080 -0.0045 -0.0160 -0.002
H 1.97427 -4.33054 -1.63343 -0.0085 0.0098 -0.0408 0.000
H 2.36090 -3.86744 0.02486 -0.0025 -0.0238 -0.0044 0.000
H 3.60823 -3.82118 -1.22728 0.0164 0.0257 0.0091 0.000
H 1.84745 -1.98463 -3.87593 0.0061 0.0014 -0.0075 0.000
H 3.46526 -1.44266 -3.44898 0.0141 -0.0002 0.0219 0.001
H 2.10210 -0.31822 -3.34726 0.0163 0.0075 0.0061 0.001
H 5.13951 -1.33850 -0.94103 0.0031 -0.0073 -0.0029 0.000
H 6.31566 0.16573 0.64169 0.0038 -0.0022 -0.0037 0.000
H 4.98192 1.61461 2.17221 0.0009 0.0053 -0.0015 0.000
H 2.49265 1.50963 2.04886 0.0070 0.0068 0.0017 0.001
C -3.47698 3.26916 2.54751 -0.0073 0.0226 -0.0262 0.000
Si -3.34415 3.74673 0.74998 0.0146 -0.0235 0.0162 0.001
C -4.40427 2.67654 -0.34949 0.0036 0.0244 -0.0014 0.000
C -3.68039 5.55666 0.48493 -0.0013 -0.0349 0.0088 0.000
C -1.51469 3.44960 0.22402 -0.0003 0.0931 -0.0346 0.002
C -0.69204 4.48879 -0.23616 -0.0241 -0.0058 0.0108 0.000
C 0.62660 4.27909 -0.62246 0.0396 -0.0420 -0.0138 -0.001
C 1.14679 3.00329 -0.54469 -0.0084 0.0358 -0.0239 -0.010
N 0.38949 1.99413 -0.10271 0.0692 0.0047 -0.0145 -0.002
C -0.88565 2.22285 0.25328 -0.1519 -0.1503 0.0536 0.017
S -1.57066 0.64606 0.77804 -0.0567 0.0504 0.0357 -0.011
H -4.49383 3.45857 2.89842 -0.0017 -0.0001 0.0077 0.000
H -2.80110 3.86177 3.16681 -0.0017 0.0052 0.0015 0.000
H -3.26595 2.21334 2.72654 0.0037 -0.0025 -0.0172 -0.001
H -5.45749 2.84393 -0.11381 -0.0056 0.0033 -0.0014 0.000
H -4.21350 1.60934 -0.22236 0.0148 -0.0011 0.0142 0.000
H -4.26037 2.92620 -1.40247 -0.0037 0.0026 -0.0028 0.000
H -4.71312 5.77015 0.76865 -0.0057 0.0005 0.0011 0.000
H -3.56841 5.85549 -0.55908 0.0014 -0.0098 -0.0077 0.000
H -3.04353 6.19558 1.09973 0.0074 -0.0068 0.0084 0.000
H -1.09576 5.49222 -0.29584 -0.0051 0.0005 -0.0005 0.000
H 1.24126 5.09218 -0.98049 0.0011 0.0031 0.0002 0.000
H 2.16360 2.76885 -0.83332 0.0029 0.0072 0.0047 0.002